1.
Molecular formula: C28H45ClFN11O4S
Method: DFT, wB97M-V/def2-TZVPD

```
91
Properties=species:S:1:pos:R:3:forces:R:3
C 1.44044 -2.25754 -1.71594 0.951 0.124 2.042
C 1.12039 -2.11728 -0.14588 -1.025 -1.741 -1.121
O 0.12975 -2.69815 0.30934 2.358 2.021 -0.298
O 2.04761 -1.36373 0.59267 -2.142 0.285 -1.123
C 1.37008 -0.46987 1.53552 -0.350 -0.178 2.388
C 2.04694 0.95820 1.64983 0.609 -0.320 -0.488
C 2.03319 1.83120 0.30749 0.964 0.185 1.878
N 1.32168 1.20309 -0.85024 -0.764 1.537 0.441
C 1.91988 1.88015 -2.07792 -0.066 0.380 -1.660
C 2.97928 0.95237 -2.83500 0.237 1.776 -0.469
C 4.08242 1.88423 -3.57023 -0.051 -1.120 -0.734
Cl 2.02797 0.16066 -4.22832 0.556 -0.171 1.051
S -0.34675 1.72807 -0.91415 -2.558 2.329 -4.311
O -0.42001 3.22246 -1.09082 0.343 -3.990 1.527
O -1.03250 0.97305 -2.01057 2.065 1.360 3.760
F -1.15009 1.39059 0.49924 1.925 0.161 -1.752
H 1.02012 -3.23914 -2.08163 0.298 1.328 0.384
H 0.99094 -1.33935 -2.19779 0.644 -1.205 0.313
H 2.58384 -2.28259 -1.77766 -1.623 0.263 -0.350
H 0.24215 -0.44404 1.36717 1.621 0.024 -0.140
H 1.50014 -0.96718 2.55762 -0.340 0.864 -1.404
H 3.14066 0.77450 1.94129 -1.492 0.263 -0.449
H 1.61891 1.59070 2.49545 0.223 -1.269 -1.023
H 1.60770 2.85753 0.55750 0.404 -1.129 -0.561
H 3.12655 2.01420 0.02596 -1.708 -0.449 -0.012
H 2.35752 2.90066 -1.79951 -0.435 -1.606 -0.197
H 1.11073 2.11920 -2.85141 1.123 -0.490 1.166
H 3.48025 0.18354 -2.17293 -0.963 0.756 -0.874
H 4.00039 2.97062 -3.27476 0.207 -1.460 -0.292
H 3.94433 1.82387 -4.69975 0.082 0.044 1.812
H 5.10051 1.43648 -3.36065 -1.120 0.881 0.035
C -2.74242 -4.47640 -1.02081 0.315 -0.408 -0.590
C -2.21886 -5.28571 -2.16209 0.486 -0.736 -1.084
N -1.80952 -5.92071 -3.05453 -0.883 1.304 1.919
H -3.69383 -4.01928 -1.29551 0.074 -0.089 -0.047
H -2.89575 -5.12385 -0.15549 0.022 0.067 -0.088
H -2.02869 -3.69074 -0.76601 0.025 -0.119 -0.031
C -3.82402 -8.85867 -0.30373 0.003 0.639 0.606
C -3.95196 -7.72713 0.66311 -0.256 2.079 1.846
N -4.05813 -6.83858 1.43568 0.376 -2.907 -2.596
H -4.34191 -9.73657 0.08140 0.003 0.170 0.033
H -4.26240 -8.57818 -1.26214 0.017 0.045 0.101
H -2.77090 -9.10202 -0.45106 -0.050 0.116 0.038
C 4.82837 5.40151 -0.19218 0.096 -0.685 -0.322
C 4.98845 4.02426 -0.74677 0.238 -1.258 -0.510
N 5.11592 2.94781 -1.18735 -0.133 2.453 1.458
H 3.76917 5.63337 -0.07203 0.062 -0.088 -0.037
H 5.32055 5.47034 0.77852 -0.022 -0.081 -0.089
H 5.27739 6.12806 -0.87196 -0.010 -0.091 0.006
C 3.74905 -1.70354 5.64435 -0.609 0.475 -0.278
C 2.64610 -0.82903 5.14420 -1.034 0.834 -0.414
N 1.78311 -0.14527 4.75336 1.884 -1.421 0.946
H 3.35518 -2.41906 6.36685 -0.024 0.087 -0.075
H 4.19697 -2.24707 4.81170 -0.083 0.069 0.031
H 4.51461 -1.09457 6.12622 -0.103 -0.002 -0.053
C -3.31708 1.59741 2.79555 -0.210 0.181 0.741
C -3.76809 1.87213 4.19325 -0.430 0.225 1.265
N -4.12281 2.08736 5.28642 0.707 -0.416 -2.368
H -3.29010 0.52146 2.61961 -0.032 0.083 0.070
H -4.00674 2.05700 2.08634 -0.013 -0.059 0.109
H -2.31928 2.00892 2.64080 -0.085 -0.026 0.110
C -4.96555 -12.01026 -2.95010 -0.274 0.173 0.766
C -5.44382 -11.70136 -1.56870 -0.510 0.218 1.289
N -5.81779 -11.45965 -0.48839 0.794 -0.576 -2.365
H -4.95561 -13.08954 -3.10557 -0.018 0.089 0.072
H -5.62906 -11.55027 -3.68307 0.028 -0.016 0.108
H -3.95633 -11.62060 -3.08836 -0.085 -0.013 0.059
C 0.21996 3.91467 -6.01312 0.797 -0.194 0.114
C 1.67407 3.60558 -5.86502 1.357 -0.291 0.129
N 2.81145 3.36313 -5.74968 -2.633 0.903 -0.581
H 0.09429 4.92600 -6.40120 0.076 -0.081 0.035
H -0.24005 3.20744 -6.70398 0.097 0.021 0.067
H -0.27525 3.84006 -5.04395 0.079 -0.023 -0.055
C 6.80401 5.33829 -4.53599 -0.077 0.622 0.513
C 6.66709 6.48092 -3.58258 -0.125 1.074 0.899
N 6.55961 7.37388 -2.83571 0.186 -1.984 -1.551
H 6.29375 4.46020 -4.13730 0.010 0.096 0.006
H 6.36089 5.60256 -5.49666 0.005 0.017 0.113
H 7.85867 5.10257 -4.68201 -0.076 0.069 0.060
C -2.71015 4.48572 6.83940 0.222 0.657 0.615
C -2.34387 5.56516 7.80659 0.372 1.035 0.900
N -2.05761 6.40880 8.56249 -0.608 -1.789 -1.607
H -2.74835 3.52468 7.35220 -0.028 0.105 -0.054
H -3.68671 4.69444 6.40288 0.089 -0.032 0.077
H -1.96760 4.43457 6.04259 -0.042 0.031 0.090
C -7.49303 2.73314 3.93624 0.222 -0.200 -0.725
C -7.05589 2.27981 2.58125 0.410 -0.422 -1.227
N -6.71117 1.92468 1.52260 -0.667 0.766 2.269
H -6.62072 2.97944 4.54308 -0.026 -0.087 -0.090
H -8.12599 3.61656 3.84464 0.046 -0.088 -0.070
H -8.05667 1.93960 4.42783 0.070 0.030 -0.088
```
Forces are in eV/Å.

SMILES = CC(=O)OCCCN(C[C@H](C)Cl)S(=O)(=O)F.CC#N.CC#N.CC#N.CC#N.CC#N.CC#N.CC#N.CC#N.CC#N.CC#N
HOMO energy = -10.2 eV
LUMO level = -0.0628 eV
Charge = 0

---

2.
Molecular formula: H28O14
Method: DFT, wB97M-V/def2-TZVPD

```
42
Properties=species:S:1:pos:R:3:forces:R:3
O 1.91808 2.72354 1.01055 -0.398 0.342 0.140
H 2.12002 2.45694 0.09172 0.399 0.255 0.664
H 2.73939 2.92595 1.48762 -0.007 -0.243 -0.672
O 2.95071 -2.25395 0.36380 0.406 -0.436 -0.547
H 3.54900 -2.07937 -0.40196 -0.402 0.430 0.536
H 2.41947 -2.99145 0.03984 0.000 -0.061 0.037
O -0.03268 -0.21889 -4.04150 -0.031 -1.069 0.471
H 0.66152 0.08116 -4.63032 -0.692 0.569 -0.308
H -0.92843 0.10887 -4.17048 0.462 0.769 -0.683
O 0.86358 -1.09122 -1.75263 0.735 -0.203 1.482
H 1.20179 -1.58786 -2.49763 -0.491 0.144 -0.347
H -0.05520 -0.86220 -1.89400 0.055 -0.081 -0.570
O -2.56083 0.18492 3.62693 0.178 -0.113 -0.796
H -1.69429 0.15751 3.18438 0.156 0.038 0.551
H -3.12534 0.04927 2.85426 -0.353 0.076 0.261
O 3.54310 0.79266 0.10315 0.264 0.457 -1.129
H 4.36718 0.61203 0.56589 -0.400 -0.197 0.709
H 2.74246 0.59235 0.60728 0.537 -0.465 0.380
O -0.47184 1.70316 1.68157 0.268 -0.278 0.784
H -0.82572 2.06933 2.50302 -0.259 -0.029 -0.015
H 0.49219 1.71624 1.87223 -0.299 0.227 -0.673
O -4.40656 0.26438 -2.00670 0.429 0.078 0.147
H -5.14233 0.78327 -1.66884 -0.113 -0.153 -0.155
H -4.74640 -0.41861 -2.59070 -0.239 0.105 0.041
O -2.36964 2.54582 -0.22730 0.038 -0.036 0.178
H -1.58845 2.82772 0.27296 0.080 0.125 -0.194
H -2.42914 1.64384 0.11106 -0.177 -0.122 -0.279
O 0.15977 -0.50679 4.49529 0.730 0.841 -0.315
H 0.20033 -1.31872 3.97768 -0.406 -0.167 0.327
H -0.43323 -0.52742 5.24719 -0.242 -0.664 -0.229
O 4.70506 -1.13417 -1.71997 0.068 1.981 -0.391
H 4.25064 -0.85941 -2.53338 -0.202 -0.892 -0.266
H 4.77215 -0.18382 -1.41398 0.019 -1.370 0.576
O -2.41973 -3.62989 1.05582 -0.318 0.934 0.322
H -2.57909 -2.91058 0.43022 0.075 -0.381 -0.518
H -2.24826 -3.05742 1.82141 0.308 -0.614 0.157
O -2.06526 2.16462 -3.82341 -0.251 -0.038 0.042
H -2.42334 2.19319 -2.92299 0.119 -0.090 -0.005
H -1.67423 3.03202 -3.95878 0.098 -0.013 0.072
O 0.18383 -1.74342 1.37181 -0.063 0.235 0.373
H 1.04282 -1.89888 0.94756 -0.041 0.196 -0.049
H 0.11612 -0.77716 1.38583 -0.038 -0.085 -0.109
```
Forces are in eV/Å.

Energy relative to the best compared isomer or geometry (same formula, charge and spin) = 51.9 kcal per mole
HOMO energy (alpha / beta) = 0.4 / -7.7 eV
LUMO level (alpha / beta) = 2.4760 / 2.3524 eV
Spin multiplicity = 2
Charge = -1

---

3.
Molecular formula: C24H29BCl2F4N7O10SSr
Method: DFT, wB97M-V/def2-TZVPD

```
79
Properties=species:S:1:pos:R:3:forces:R:3
Sr -0.42068 -0.06686 1.39316 -0.007 0.027 -0.699
O -2.52063 -1.96025 4.37788 0.015 -0.120 0.318
Cl -2.73069 -1.53742 3.04094 0.002 -0.011 -0.033
O -4.04067 -1.87692 2.59123 -0.192 -0.092 -0.021
O -2.51497 -0.10327 2.91984 -0.167 0.630 0.106
O -1.73632 -2.12927 2.15870 0.376 -0.533 -0.280
O 0.28167 1.97369 4.16727 -0.240 0.483 0.322
Cl 1.22203 0.97274 3.80291 0.107 -0.126 -0.071
O 2.36865 0.96974 4.63842 0.178 0.031 0.148
O 1.60396 1.18411 2.40790 0.285 0.197 -0.340
O 0.56591 -0.32417 3.81774 -0.153 -0.440 0.173
N -3.27195 3.44336 -2.38643 -0.055 0.024 -0.015
C -2.44186 4.47946 -2.07873 -0.095 -0.004 0.120
O -2.62040 5.60459 -2.50774 0.069 0.021 -0.058
C -1.31572 4.13306 -1.16083 0.049 0.002 -0.022
C -0.09814 4.79583 -1.27339 -0.025 -0.006 0.008
C 0.94109 4.40294 -0.45725 0.008 -0.025 0.032
C 0.73756 3.35360 0.43198 0.013 0.093 0.034
N -0.43293 2.73421 0.57032 0.020 -0.191 0.046
C -1.43930 3.13871 -0.20423 0.026 0.035 -0.042
H -4.00608 3.63418 -3.04659 0.011 -0.024 -0.011
H -3.00661 2.48642 -2.22304 0.022 -0.024 -0.011
H 0.00988 5.58743 -2.00321 0.003 0.003 -0.007
H 1.91849 4.85885 -0.52316 -0.008 0.025 -0.014
H 1.54220 2.99429 1.05946 -0.014 -0.014 -0.005
H -2.38321 2.63675 -0.05113 -0.016 -0.024 -0.003
C -1.46535 0.01351 -2.93931 0.011 -0.029 0.038
N -2.83043 -0.18172 -2.46724 0.039 0.044 -0.049
C -3.69909 -0.92921 -3.36170 -0.029 -0.049 -0.045
C -4.80432 -1.61572 -2.58737 -0.001 0.009 0.026
C -5.43529 -0.61689 -1.63831 -0.011 -0.035 -0.026
N -4.41675 -0.08184 -0.75913 0.174 -0.011 0.036
C -4.84164 0.35706 0.55761 -0.048 -0.020 -0.017
C -3.11853 0.02833 -1.15085 -0.012 -0.241 -0.194
O -2.21946 0.37753 -0.37328 0.033 0.162 0.520
H -0.94845 -0.94133 -3.04891 0.009 -0.007 0.000
H -0.90338 0.62642 -2.24058 -0.030 -0.036 -0.051
H -1.49798 0.51908 -3.90754 -0.002 -0.017 -0.012
H -3.08603 -1.67428 -3.87463 0.007 0.014 0.005
H -4.11481 -0.26101 -4.12635 -0.008 0.005 0.004
H -4.38035 -2.43745 -2.00629 0.006 0.003 -0.001
H -5.54789 -2.02581 -3.27105 -0.006 0.017 -0.015
H -6.18792 -1.10235 -1.01371 0.014 0.014 -0.001
H -5.93964 0.18747 -2.19210 0.009 -0.001 -0.015
H -5.24951 -0.47635 1.12778 -0.006 0.012 -0.020
H -5.60253 1.13677 0.45700 0.013 0.027 -0.014
H -3.99345 0.74560 1.10755 0.032 0.015 0.023
F 0.62613 -3.01824 -2.30369 0.036 -0.031 -0.080
B -0.15120 -2.91092 -1.15247 0.011 0.034 -0.046
F 0.15005 -1.58909 -0.58973 -0.154 0.230 0.256
F -1.50692 -2.94869 -1.44472 -0.065 0.036 -0.033
F 0.21518 -3.85319 -0.20597 -0.008 -0.103 0.072
N 2.36312 -2.91986 3.47114 -0.012 -0.037 0.038
C 1.72072 -2.72051 2.28818 -0.048 0.067 0.039
N 2.30701 -1.83717 1.52757 -0.247 0.066 -0.117
C 3.40489 -1.40523 2.25638 0.082 -0.041 0.160
C 4.37094 -0.45409 1.93609 0.012 -0.027 0.006
C 5.35813 -0.20401 2.86711 0.012 0.030 -0.039
C 5.39290 -0.87563 4.09780 -0.017 -0.029 0.030
C 4.44210 -1.81933 4.43273 -0.009 -0.030 0.000
C 3.45163 -2.06988 3.49013 -0.018 0.089 -0.131
H 1.98810 -3.43420 4.24805 0.012 0.000 -0.016
H 0.81054 -3.24404 2.03222 0.017 -0.034 -0.031
H 4.32877 0.08151 0.99622 -0.016 0.006 -0.013
H 6.11560 0.53956 2.65496 0.001 0.005 -0.007
H 6.17628 -0.63637 4.80542 -0.004 -0.006 0.011
H 4.45871 -2.32555 5.38898 0.010 0.008 0.015
S 1.95279 1.45626 -2.12814 -0.009 0.020 0.111
C 3.11099 0.24553 -1.99751 -0.033 -0.078 0.026
N 2.80215 -0.96052 -1.43978 0.144 0.128 -0.088
C 3.64935 -2.00332 -1.32725 -0.053 0.029 0.021
C 4.93392 -1.90049 -1.76355 -0.018 -0.047 0.028
C 5.33709 -0.66975 -2.32059 -0.047 0.074 -0.013
C 4.45959 0.37022 -2.43567 0.079 -0.094 -0.010
H 1.85932 -1.08272 -1.07599 -0.092 -0.044 -0.060
H 3.22133 -2.88029 -0.86568 0.029 -0.028 0.003
H 5.61032 -2.73534 -1.66747 0.009 0.002 0.000
H 6.35692 -0.54414 -2.66386 0.006 -0.010 0.002
H 4.75512 1.31591 -2.86453 -0.014 0.006 -0.002
```
Forces are in eV/Å.

Energy relative to the best compared isomer or geometry (same formula, charge and spin) = 13.1 kcal per mole
HOMO energy = -5.5 eV
LUMO level = 2.3243 eV
Charge = -1

---

Q: What is the charge in the second record?
A: -1

---

Q: Number 3 is which compound?
A: C24H29BCl2F4N7O10SSr

---

Q: Which of these has the highest charge?
A: C28H45ClFN11O4S